{
  "formula": "C4H7NO2",
  "method": "ωB97M-V/def2-TZVPD",
  "symbols": ["O", "N", "C", "H", "C", "H", "H", "H", "O", "H", "H", "H", "C", "C"],
  "xyz": [[0.2737, -0.4265, -0.8824], [-1.8001, -0.1686, -1.9795], [-1.0512, -0.1734, -0.9676], [2.7456, -0.2864, 0.1626], [-1.5475, 0.1920, 0.3927], [0.6108, -1.3280, 0.9368], [1.9704, 1.3235, 0.1854], [-1.3349, -0.4889, -2.8217], [-0.3592, 0.4915, 1.1075], [-2.2547, 1.0312, 0.1366], [2.2409, 0.4377, 1.7092], [-2.1143, -0.6303, 0.8508], [0.6328, -0.3073, 0.5192], [1.9878, 0.3336, 0.6503]],
  "e_homo_ev": -10.24,
  "e_tot_ev": -9845.99994,
  "homo_lumo_gap_ev": 11.20,
  "smiles": "[H]/N=C1/CO[C@H](C)O1",
  "relative_energy_kj_mol": 123.5,
  "mol_weight_g_mol": 101.10
}